[1]
Below is the molecule C18H19N3O3S2, with properties calculated with ωB97M-V/def2-TZVPD.

Energy: -51257.376 eV
Energy relative to the best compared isomer or geometry (same formula, charge and spin): 2.201 eV
E_LUMO: -0.1 eV
Orbital gap: 8.4790 eV
HOMO: -8.58 eV

ORCA input file:
```
! wB97M-V def2-TZVPD RIJCOSX def2/J DEFGRID3
* xyz 0 1
C -0.90 -2.48 2.69
N -0.17 -1.40 3.32
C -0.47 -1.10 4.67
C 0.47 -1.30 5.67
C 0.17 -0.95 6.98
C -1.07 -0.42 7.30
C -2.01 -0.23 6.30
C -1.71 -0.56 4.99
H -2.44 -0.41 4.20
H -2.98 0.18 6.54
H -1.30 -0.15 8.32
H 0.91 -1.10 7.75
H 1.43 -1.72 5.42
S 1.43 -1.31 2.82
O 2.07 -2.60 2.91
O 2.04 -0.19 3.48
C 1.18 -0.90 1.10
C 0.71 0.37 0.80
C 0.50 0.71 -0.52
C 0.77 -0.21 -1.54
C 1.25 -1.48 -1.22
C 1.46 -1.81 0.11
H 1.84 -2.78 0.38
H 1.47 -2.19 -2.00
N 0.54 0.24 -2.84
C 0.63 -0.37 -4.03
S 1.06 -1.93 -4.36
N 0.33 0.42 -5.13
C -0.08 1.73 -5.16
O -0.22 2.40 -4.15
C -0.31 2.26 -6.52
C -1.41 3.30 -6.68
C 0.01 3.72 -6.76
H 0.43 3.98 -7.72
H 0.42 4.26 -5.92
H -2.00 3.26 -7.58
H -1.96 3.55 -5.79
H -0.15 1.57 -7.33
H 0.42 -0.08 -6.01
H 0.23 1.22 -2.91
H 0.14 1.69 -0.78
H 0.52 1.06 1.60
H -1.01 -2.27 1.63
H -1.89 -2.57 3.14
H -0.36 -3.42 2.81
*
```

=====

[2]
Below is a structure of composition C18H19N3O4Se2Zn, with properties calculated with ωB97M-V/def2-TZVPD.

Energy: -210747.163 eV
E_LUMO: -0.9 eV
Orbital gap: 7.1027 eV
HOMO: -8.00 eV

ORCA input file:
```
! wB97M-V def2-TZVPD RIJCOSX def2/J DEFGRID3
* xyz 0 1
Zn -1.07 -2.88 -1.85
O -3.73 -4.36 0.44
C -2.82 -4.10 -0.31
O -2.88 -3.19 -1.27
C -1.42 -4.85 -0.16
O -1.31 -5.72 0.67
O -0.45 -4.45 -0.96
C 3.23 -2.97 -3.30
Se 1.31 -2.91 -3.55
C 1.12 -1.00 -3.91
C -0.07 -0.78 -4.82
Se -1.71 -1.53 -4.06
C -2.35 0.07 -3.16
H 3.53 -2.33 -2.47
H 3.72 -2.67 -4.22
H 3.48 -4.00 -3.07
H 2.05 -0.66 -4.37
H 0.99 -0.48 -2.97
H 0.06 -1.26 -5.78
H -0.27 0.28 -4.97
H -2.63 0.79 -3.91
H -1.58 0.46 -2.50
H -3.22 -0.23 -2.58
N -0.70 2.32 3.13
C -0.05 3.27 3.91
C -0.50 4.14 4.89
C 0.46 4.96 5.47
C 1.81 4.90 5.08
C 2.24 4.02 4.10
C 1.29 3.19 3.51
N 1.45 2.23 2.53
C 0.25 1.74 2.34
C -0.05 0.68 1.36
C 1.00 0.05 0.70
C 0.71 -0.93 -0.23
N -0.54 -1.30 -0.53
C -1.55 -0.72 0.13
C -1.34 0.26 1.08
H -1.67 2.09 3.18
H -1.54 4.19 5.19
H 0.16 5.66 6.24
H 2.52 5.56 5.56
H 3.28 3.97 3.80
H 2.02 0.33 0.92
H 1.50 -1.47 -0.74
H -2.54 -1.10 -0.10
H -2.21 0.68 1.58
*
```

=====

[3]
Below is a cluster of 3 separate species, C18H19N3O5 in total, with properties calculated with ωB97M-V/def2-TZVPD.

Energy: -33675.961 eV
Energy relative to the best compared isomer or geometry (same formula, charge and spin): 7.938 eV
E_LUMO: -0.5 eV
Orbital gap: 9.2102 eV
HOMO: -9.67 eV

ORCA input file:
```
! wB97M-V def2-TZVPD RIJCOSX def2/J DEFGRID3
* xyz 0 1
C 1.36 -4.21 -1.37
C 0.29 -5.01 -1.51
C -0.87 -4.65 -2.41
C -2.13 -5.44 -1.99
C -2.96 -4.44 -1.13
C -2.25 -3.12 -1.29
O -2.42 -2.09 -0.68
N -1.29 -3.25 -2.31
H 1.94 -4.29 -0.46
H 1.67 -3.54 -2.15
H 0.28 -5.92 -0.92
H -0.59 -4.81 -3.45
H -2.69 -5.79 -2.85
H -1.88 -6.25 -1.31
H -3.97 -4.47 -1.52
H -2.86 -4.67 -0.07
H -0.53 -2.62 -2.03
C -0.53 0.45 3.16
C 0.78 0.92 3.24
C 1.65 0.75 2.18
C 1.19 0.11 1.04
C -0.10 -0.37 0.94
C -0.96 -0.20 2.01
N 2.10 -0.05 -0.10
O 3.23 0.37 0.01
O 1.67 -0.60 -1.10
H -1.21 0.59 3.99
H 1.11 1.43 4.14
H 2.66 1.12 2.24
H -0.44 -0.87 0.05
H -1.98 -0.57 1.94
C 2.27 5.11 -0.79
C 1.55 6.28 -0.62
C 0.39 6.29 0.15
C -0.02 5.10 0.73
C 0.68 3.93 0.57
C 1.84 3.93 -0.20
N -1.23 5.10 1.57
O -1.84 6.14 1.68
O -1.55 4.05 2.10
H 3.17 5.12 -1.38
H 1.88 7.20 -1.08
H -0.17 7.19 0.29
H 0.34 3.01 1.03
H 2.40 3.02 -0.33
*
```

=====

[4]
Below is a structure of composition C18H19NO5PS2V, with properties calculated with ωB97M-V/def2-TZVPD.

Energy: -87347.152 eV
Energy relative to the best compared isomer or geometry (same formula, charge and spin): 0.130 eV
E_LUMO (spin up / spin down): -4.6 / -4.0 eV
Orbital gap (spin up / spin down): 7.5827 / 8.2003 eV
HOMO (spin up / spin down): -12.17 / -12.19 eV

ORCA input file:
```
! wB97M-V def2-TZVPD RIJCOSX def2/J DEFGRID3
* xyz 1 2
V -1.18 1.07 -0.14
O -1.61 2.89 0.98
C -2.36 3.85 0.21
C -1.60 4.00 -1.09
N -1.38 2.69 -1.77
C -2.54 2.27 -2.57
C -3.55 1.66 -1.63
O -4.73 1.67 -1.72
O -2.90 1.05 -0.57
C -0.10 2.70 -2.48
C 0.98 2.43 -1.45
O 2.11 2.78 -1.48
O 0.48 1.67 -0.42
H -2.03 2.76 1.85
H -2.38 4.80 0.73
H -3.38 3.51 0.07
H -0.62 4.42 -0.87
H -2.12 4.69 -1.76
H -2.22 1.50 -3.27
H -3.00 3.08 -3.13
H 0.11 3.63 -3.00
H -0.08 1.88 -3.21
S -0.76 0.00 1.90
P 0.16 -1.36 0.67
S -0.76 -1.04 -1.12
C -0.07 -3.03 1.26
C 0.63 -3.44 2.39
C 0.44 -4.72 2.88
C -0.44 -5.59 2.23
C -1.14 -5.17 1.11
C -0.96 -3.89 0.62
C 1.92 -1.04 0.58
C 2.67 -1.78 -0.34
C 4.03 -1.58 -0.43
C 4.65 -0.64 0.39
C 3.91 0.09 1.31
C 2.54 -0.11 1.40
H 1.33 -2.78 2.89
H 0.97 -5.06 3.76
H -0.59 -6.59 2.61
H -1.82 -5.85 0.61
H -1.51 -3.56 -0.25
H 2.19 -2.51 -0.99
H 4.62 -2.14 -1.14
H 5.72 -0.48 0.32
H 4.39 0.82 1.94
H 1.95 0.47 2.10
*
```

=====

[5]
Below is a structure of composition C18H19O6SSc, with properties calculated with ωB97M-V/def2-TZVPD.

Energy: -62783.688 eV
Energy relative to the best compared isomer or geometry (same formula, charge and spin): 0.197 eV
E_LUMO: -6.5 eV
Orbital gap: 8.1258 eV
HOMO: -14.66 eV

ORCA input file:
```
! wB97M-V def2-TZVPD RIJCOSX def2/J DEFGRID3
* xyz 2 1
Sc 0.70 -1.90 -0.13
O 1.21 -6.00 -0.23
C 0.77 -4.80 -0.20
O 1.48 -3.78 -0.19
C -0.74 -4.66 -0.17
O -1.04 -3.28 0.05
C -2.02 -2.71 -0.88
C -1.24 -2.13 -2.08
O -1.54 -2.33 -3.21
O -0.20 -1.43 -1.64
H 2.18 -6.08 -0.26
H -1.15 -5.02 -1.11
H -1.15 -5.26 0.64
H -2.77 -3.44 -1.19
H -2.52 -1.90 -0.34
O 0.18 -0.85 1.38
S 0.05 0.60 1.90
C -1.24 1.32 0.82
C -1.52 2.73 1.22
C -0.92 3.80 0.55
C -1.19 5.11 0.94
C -2.05 5.35 2.00
C -2.66 4.29 2.66
C -2.39 2.99 2.27
C 1.57 1.38 1.18
C 1.96 0.70 -0.11
C 1.63 1.25 -1.35
C 2.03 0.63 -2.53
C 2.75 -0.56 -2.49
C 3.08 -1.12 -1.27
C 2.71 -0.50 -0.07
H -2.10 0.68 1.01
H -0.91 1.19 -0.22
H -0.28 3.63 -0.30
H -0.73 5.93 0.41
H -2.26 6.37 2.30
H -3.34 4.48 3.48
H -2.87 2.16 2.79
H 2.33 1.26 1.95
H 1.35 2.44 1.06
H 1.09 2.18 -1.39
H 1.80 1.09 -3.48
H 3.07 -1.02 -3.41
H 3.74 -1.99 -1.24
H 3.15 -0.83 0.87
*
```